(1)
# C36H72O44S10

14 unconnected molecules or ions with the total composition C36H72O44S10 at a distorted geometry (the ωB97M-V functional and the def2-TZVPD basis, OMol25).

Geometry as XYZ:
```
162
Properties=species:S:1:pos:R:3:forces:R:3
C -2.2983 4.2385 6.9694 -0.1 2.1 -3.2
C -3.6819 4.4649 6.3600 -1.1 0.7 0.6
C -4.5303 4.1818 7.5902 -0.3 -1.9 -0.8
O -3.8159 3.0795 8.1825 -0.6 -0.3 1.3
C -2.4978 3.0169 7.7334 1.6 -0.3 1.2
H -2.0581 5.1345 7.5417 0.1 -0.2 0.4
H -1.6083 4.2074 6.1262 0.5 -0.3 0.3
H -3.9431 3.7349 5.5939 0.2 -0.1 0.0
H -3.9142 5.4550 5.9678 0.4 0.1 -0.1
H -5.4701 3.6916 7.3361 -0.3 0.5 -0.1
H -4.7421 5.0121 8.2638 0.5 0.1 0.2
H -2.2139 2.0922 7.2311 -0.7 -0.1 -0.5
H -1.7439 3.0641 8.5193 -0.3 -0.2 0.9
C 7.3772 -3.3905 -3.6041 0.2 0.1 -0.1
C 6.1038 -2.6733 -3.9742 -0.6 1.1 1.5
C 5.9980 -2.6097 -5.4612 -0.2 -1.1 -0.4
O 6.9731 -3.5757 -5.9586 -0.8 0.9 0.7
C 8.0100 -3.6096 -4.9643 0.1 -0.9 -0.4
H 7.0977 -4.3292 -3.1258 0.4 -0.1 -0.1
H 8.0284 -2.8355 -2.9289 0.0 0.0 0.0
H 6.0670 -1.6529 -3.5927 0.0 0.0 0.3
H 5.2775 -3.2293 -3.5312 -0.2 0.2 -0.1
H 6.1006 -1.6005 -5.8600 0.6 0.0 -0.2
H 4.9692 -2.9115 -5.6576 0.2 -0.3 -0.9
H 8.7586 -2.8673 -5.2410 0.2 0.1 0.2
H 8.4293 -4.6157 -4.9523 0.3 0.1 -0.6
C -6.1144 3.9765 -5.5754 -0.5 -0.7 -0.4
C -5.0049 3.5094 -6.5216 -1.9 -0.6 -0.9
C -3.7747 3.8276 -5.8164 3.0 0.4 0.5
O -4.0874 4.3238 -4.5209 -0.3 0.2 -0.3
C -5.4236 4.8525 -4.6166 0.9 0.6 1.1
H -6.4456 3.0887 -5.0367 -0.7 0.2 -0.2
H -6.8658 4.5268 -6.1417 -0.4 -0.5 0.4
H -5.0721 4.0355 -7.4739 0.0 -0.3 -0.1
H -5.1792 2.4405 -6.6449 0.3 0.0 -0.5
H -3.1503 4.5246 -6.3753 -0.3 0.9 0.0
H -3.0414 3.0228 -5.7648 -0.4 -0.6 0.7
H -5.4840 5.8727 -4.9958 0.6 0.4 0.1
H -5.7938 4.8516 -3.5914 -0.2 0.0 -0.1
C 0.8258 -8.8883 0.5256 0.2 1.1 -0.6
C 2.1356 -9.0582 1.3290 1.0 0.0 -0.3
C 3.2352 -9.2173 0.2389 -0.8 0.8 0.9
O 2.5707 -9.0050 -0.9646 0.6 0.3 -2.0
C 1.1740 -9.2424 -0.9130 1.3 -1.5 1.4
H 0.7915 -7.7989 0.5177 -1.3 0.0 0.2
H -0.0962 -9.4092 0.7836 0.2 0.4 0.6
H 2.3062 -9.8566 2.0511 -0.8 0.1 0.2
H 2.3413 -8.0790 1.7615 -0.1 -0.4 0.7
H 3.7757 -10.1568 0.3538 -0.2 -0.4 -0.5
H 3.9589 -8.4080 0.3353 0.2 -0.1 0.0
H 1.0304 -10.3225 -0.9430 -0.3 -0.3 -0.8
H 0.6969 -8.7387 -1.7537 -0.1 0.1 0.4
C -4.6054 -2.5479 4.6580 0.2 0.6 0.1
C -5.1028 -3.7883 5.4089 1.1 -2.4 -1.6
O -5.8757 -3.3950 6.4815 -1.3 1.6 1.4
S -6.6859 -2.0403 6.1196 -2.4 0.8 0.1
O -6.9175 -1.1473 7.2715 1.7 -2.2 -2.7
O -7.9344 -2.4090 5.4058 3.5 0.8 0.9
O -5.4279 -1.5114 5.1233 -3.1 1.3 2.1
H -4.7286 -2.4207 3.5825 0.2 -1.3 -0.1
H -3.5971 -2.2343 4.9284 0.1 -0.4 0.0
H -4.3402 -4.4627 5.7984 0.6 0.7 0.3
H -5.6295 -4.5238 4.8009 -0.6 0.6 -0.5
C -8.1991 5.4459 1.9855 1.0 0.3 1.2
C -8.9821 4.8136 3.1426 0.5 0.5 -1.4
O -9.0746 3.4333 2.7797 0.3 -1.6 -0.2
S -8.4282 3.0849 1.2938 0.1 0.5 0.6
O -9.3036 2.2350 0.4895 1.7 2.1 1.9
O -7.0130 2.7488 1.4355 -2.5 0.5 -0.3
O -8.5835 4.6704 0.9108 -0.7 -1.8 -2.9
H -7.1130 5.3543 1.9913 0.1 0.4 0.8
H -8.5213 6.4825 1.8872 0.2 -0.1 -0.5
H -9.9532 5.2842 2.9887 -0.4 -0.4 0.8
H -8.5127 4.9960 4.1092 -0.3 -0.4 0.0
C -0.7022 1.1758 0.8173 0.5 0.6 -0.8
C -1.0280 0.9275 -0.6496 -2.7 0.3 0.6
O -0.0544 0.1424 -1.1611 3.4 -2.8 -0.7
S 0.8183 -0.7498 -0.0306 -0.7 2.0 -0.2
O 2.1436 -0.1642 0.0615 -1.9 -1.2 -0.2
O 0.6488 -2.1802 -0.2602 -0.1 2.9 0.9
O -0.1102 -0.0699 1.2145 0.8 -1.7 -0.6
H -1.6143 1.3833 1.3769 0.2 -0.4 0.2
H 0.0207 1.9788 0.9615 0.1 0.0 0.1
H -1.2608 1.7028 -1.3796 0.7 0.7 0.6
H -1.9660 0.3723 -0.6484 -0.3 -0.4 0.1
C 2.8850 5.3848 -7.8643 1.7 0.7 -0.9
C 4.3533 4.8741 -7.5355 -1.7 0.4 -2.0
O 4.2446 4.3637 -6.2441 -1.3 -0.5 1.6
S 2.7612 3.6927 -6.0382 -0.9 -1.6 2.3
O 2.1318 4.2063 -4.8123 1.5 -0.4 -2.9
O 2.8385 2.2338 -6.1277 0.0 2.9 -0.6
O 2.0983 4.3304 -7.3987 -0.2 -1.3 2.0
H 2.6341 5.4666 -8.9219 0.5 -0.1 -0.1
H 2.6508 6.3605 -7.4386 -0.1 -0.2 0.6
H 5.1421 5.6213 -7.6234 -0.2 -0.2 0.2
H 4.4854 4.0134 -8.1912 0.6 0.2 -0.4
C -6.1220 -4.0666 -1.4041 -0.2 0.8 -2.1
C -7.5361 -4.1305 -0.8488 -0.3 -1.4 1.7
O -7.4715 -5.2284 0.1375 1.5 -1.5 -0.4
S -6.2697 -6.3190 -0.2377 1.7 -0.8 0.5
O -6.7429 -7.3961 -1.0771 0.0 1.7 0.8
O -5.4112 -6.7391 0.8879 -2.4 1.8 -2.0
O -5.3983 -5.2451 -1.1700 -0.8 -1.7 2.3
H -5.5913 -3.1697 -1.0847 0.2 -0.3 0.2
H -6.1508 -4.1339 -2.4916 -0.4 1.1 -0.2
H -8.3321 -4.3527 -1.5596 0.3 -0.1 -0.1
H -7.8614 -3.3376 -0.1753 0.3 0.5 -0.6
C -0.2579 9.1166 -1.0595 -1.3 -0.3 0.2
C 0.3892 9.5937 0.2700 -0.1 -0.8 -1.2
O -0.6238 9.4470 1.2838 0.1 -0.4 0.4
S -1.7924 8.3844 0.8762 -0.6 1.1 -0.1
O -3.0529 8.8451 1.4754 2.9 -0.8 -1.8
O -1.4028 7.0077 1.0544 -0.1 1.5 -0.2
O -1.6177 8.8025 -0.7026 -1.5 -0.7 0.9
H 0.1433 8.2067 -1.5060 0.5 0.2 0.2
H -0.3719 9.8830 -1.8261 0.3 0.0 0.2
H 0.6927 10.6298 0.1199 -0.2 0.0 0.8
H 1.2491 8.9433 0.4304 0.0 0.2 0.6
C 8.1487 -2.7611 3.3203 0.6 0.9 -0.1
C 8.1099 -1.7050 2.2205 -3.0 0.2 2.1
O 9.3952 -1.4589 1.8371 3.3 -0.2 -0.3
S 10.4583 -2.7304 2.1818 -2.6 -1.7 -2.9
O 11.4482 -2.5033 3.1825 -1.0 0.5 -0.4
O 10.8683 -3.2977 0.8819 -1.0 1.3 3.3
O 9.1382 -3.6070 2.7736 2.4 -1.1 -0.2
H 7.2028 -3.2566 3.5394 0.2 -0.4 -0.6
H 8.4836 -2.3512 4.2732 0.2 0.1 0.1
H 7.6720 -0.8149 2.6722 0.2 0.4 -0.2
H 7.3948 -2.0319 1.4657 0.6 -0.1 -0.7
C -1.1211 -3.2352 -6.5127 0.5 0.2 -0.9
C -0.9289 -4.1560 -5.3067 1.3 0.8 -0.2
O -1.5585 -5.3820 -5.6174 -1.1 -0.5 0.2
S -1.5953 -5.6299 -7.1946 -0.4 0.0 -1.5
O -2.8203 -6.3006 -7.6528 2.9 1.7 1.4
O -0.2833 -6.1249 -7.5529 -1.7 0.5 0.1
O -1.6671 -4.0119 -7.5836 -1.0 -1.9 0.4
H -0.1879 -2.9035 -6.9680 0.2 0.4 0.8
H -1.7486 -2.3803 -6.2607 -0.2 -0.2 -0.4
H -1.3029 -3.6744 -4.4032 -0.4 -0.6 0.0
H 0.1440 -4.2992 -5.1780 0.0 -0.4 0.2
C 7.8336 4.3315 -1.4249 0.9 -0.3 0.0
C 6.5306 3.6934 -0.9175 1.3 -1.3 -0.8
O 6.0958 4.4665 0.1325 -0.2 2.6 2.6
S 7.0812 5.7800 0.4733 -0.4 1.3 -0.5
O 8.0533 5.5092 1.5181 -1.6 -0.2 -1.7
O 6.3394 7.0518 0.5543 1.3 -3.4 -0.4
O 7.7607 5.6583 -1.0040 -0.8 2.6 0.9
H 7.9318 4.2927 -2.5098 -0.1 0.2 0.1
H 8.7928 4.0684 -0.9789 -0.2 -1.5 0.0
H 6.7254 2.6977 -0.5191 -0.1 -0.2 -0.3
H 5.7845 3.6613 -1.7115 -0.1 0.1 0.1
C 3.1931 -4.6852 8.4517 0.3 1.1 -0.5
C 2.6976 -3.3770 9.0261 0.7 -1.4 0.2
O 1.8283 -3.0222 8.0261 -2.0 2.5 -3.2
S 2.5478 -3.0617 6.5059 0.0 -3.1 1.5
O 3.3547 -1.9052 6.2041 -1.2 -1.4 0.5
O 1.6086 -3.6571 5.5591 1.6 1.8 1.8
O 3.5343 -4.3206 7.0651 0.0 1.0 -0.2
H 2.3587 -5.3802 8.3580 0.3 -0.3 0.5
H 4.0282 -4.9692 9.0922 0.4 -0.7 -0.9
H 3.4767 -2.6234 9.1406 0.1 -0.1 0.3
H 2.1524 -3.6135 9.9398 -0.1 0.6 0.0
```
Forces are in eV/Å.

**Energy**: -236921.3449 eV
**Total charge**: 0
**Relative energy (zero: lowest compared OMol25 entry of this formula, charge and spin)**: 92.21 kcal per mole
**HOMO level**: -0.3418 Eh

***

(2)
# C4H5NO

A molecular structure, C4H5NO at a distorted geometry (the ωB97M-V functional and the def2-TZVPD basis, OMol25).

Geometry as XYZ:
```
11
Properties=species:S:1:pos:R:3:forces:R:3
N 0.0065 1.1926 -1.0611 1.3 -2.3 1.1
C -0.7326 1.5702 -0.1150 0.6 -0.3 -0.5
C -0.3951 0.3832 0.9439 -0.5 0.2 0.3
C -0.5125 -0.9121 0.1058 -0.3 -0.1 0.0
C 0.8541 -0.4121 -0.3019 -0.3 0.5 0.0
O 1.0217 0.2262 0.9029 0.1 0.0 0.3
H -0.7801 0.5021 1.9528 -0.1 0.0 -0.2
H -0.4530 -1.7826 0.7618 0.1 0.1 0.0
H -1.2956 -1.0109 -0.6456 0.1 0.0 0.2
H 1.7257 -0.9846 -0.6666 -0.5 0.6 -0.3
H 0.5610 1.2279 -1.8769 -0.5 1.3 -0.9
```
Forces are in eV/Å.

**Energy**: -7761.2847 eV
**Total charge**: 0
**Relative energy (zero: lowest compared OMol25 entry of this formula, charge and spin)**: 120.88 kcal per mole
**HOMO level**: -0.2950 Eh

***

(3)
# C19H30N4O3

A single C19H30N4O3 molecule (the ωB97M-V functional and the def2-TZVPD basis, OMol25).

Geometry as XYZ:
```
56
Properties=species:S:1:pos:R:3:forces:R:3
C -2.5201 -1.5312 1.8095 -0.3 0.0 -0.1
C -3.8604 -1.0962 1.2231 0.2 -0.1 0.2
N -3.6873 -0.1142 0.1668 0.0 0.0 0.0
C -4.6252 -0.2289 -0.9328 -0.3 0.0 0.0
C -6.1028 -0.0446 -0.5672 0.3 0.0 0.0
C -3.4496 1.2362 0.6201 0.2 0.1 -0.3
C -2.3159 1.8839 -0.2069 -0.6 0.0 0.2
N -1.1216 1.0988 -0.1123 0.3 0.0 0.3
C -0.9158 0.0162 -0.8295 0.3 -0.1 0.0
C 0.1088 -0.8870 -0.5955 0.0 0.1 0.1
C 0.2542 -2.0000 -1.5088 0.1 0.2 0.2
O -0.4339 -2.2105 -2.4870 -0.2 -0.1 -0.2
N 1.2846 -2.8689 -1.1780 -0.1 -0.3 -0.3
C 2.1852 -2.7479 -0.1469 -0.2 0.0 -0.1
O 3.0752 -3.5494 0.0141 0.2 -0.2 0.0
N 1.9961 -1.6646 0.6850 0.1 0.0 0.3
C 3.0009 -1.4490 1.7168 0.4 0.0 0.3
C 4.2710 -0.8304 1.1145 -0.3 0.0 0.2
C 3.9406 0.4156 0.3304 0.2 -0.1 0.0
C 3.6456 1.5550 0.9406 0.1 0.1 -0.1
C 3.2065 2.8008 0.2365 -0.2 0.0 -0.1
C 2.7763 2.5008 -1.1957 0.2 0.2 0.0
C 3.8329 1.6308 -1.8657 -0.3 -0.2 -0.1
C 3.9012 0.2757 -1.1671 0.1 0.3 -0.1
C 0.9775 -0.7356 0.5487 -0.4 -0.1 -0.3
O 0.8405 0.1561 1.3832 0.0 0.2 0.1
H -1.9055 -1.9772 1.0326 0.1 0.0 -0.1
H -2.6832 -2.2668 2.5931 0.0 -0.1 0.1
H -1.9765 -0.6917 2.2350 0.1 0.1 0.1
H -4.5108 -0.7195 2.0289 -0.1 -0.1 -0.1
H -4.3432 -1.9727 0.7873 -0.1 0.0 0.0
H -4.4853 -1.2174 -1.3792 0.0 0.1 -0.1
H -4.3501 0.5145 -1.6853 0.0 -0.1 -0.1
H -6.2770 0.9329 -0.1225 -0.1 0.1 0.0
H -6.4241 -0.8058 0.1391 -0.1 -0.1 0.1
H -6.7131 -0.1258 -1.4624 -0.1 0.0 -0.1
H -3.1418 1.2138 1.6669 0.0 0.0 0.0
H -4.3393 1.8767 0.5422 0.0 0.0 0.1
H -2.1164 2.8908 0.1644 0.0 0.0 -0.1
H -2.6185 1.9428 -1.2550 0.0 0.1 0.0
H -0.5255 1.1684 0.7193 -0.1 0.0 -0.2
H -1.5569 -0.1668 -1.6830 0.0 0.0 0.0
H 1.4196 -3.6680 -1.7867 0.0 0.2 0.1
H 3.2320 -2.4116 2.1769 -0.1 0.1 0.0
H 2.5575 -0.7731 2.4486 0.1 -0.1 -0.1
H 4.7465 -1.5702 0.4695 0.1 0.0 0.1
H 4.9511 -0.5977 1.9358 0.1 0.0 0.0
H 3.7032 1.6190 2.0188 0.0 -0.1 0.2
H 4.0302 3.5234 0.2340 -0.1 0.1 0.0
H 2.3822 3.2539 0.7933 0.0 0.1 0.0
H 1.8241 1.9649 -1.1846 -0.1 0.0 0.0
H 2.6366 3.4308 -1.7508 -0.1 0.0 0.0
H 3.6011 1.4908 -2.9234 0.1 0.0 0.0
H 4.8030 2.1271 -1.7945 0.1 0.0 0.0
H 3.0294 -0.3236 -1.4531 0.0 -0.1 -0.1
H 4.7864 -0.2732 -1.5011 0.0 -0.1 0.0
```
Forces are in eV/Å.

**Energy**: -32294.8922 eV
**Total charge**: 0
**Relative energy (zero: lowest compared OMol25 entry of this formula, charge and spin)**: 0.00 kcal per mole
**HOMO level**: -0.3118 Eh

***

(4)
# C4H11NO

A single C4H11NO molecule at a distorted geometry (the ωB97M-V functional and the def2-TZVPD basis, OMol25).

Geometry as XYZ:
```
17
Properties=species:S:1:pos:R:3:forces:R:3
C -0.4702 0.6098 1.4085 -0.2 0.1 0.0
C -0.3531 -0.6691 0.5772 0.4 0.2 0.0
C 0.9748 -1.3666 0.8751 0.0 -0.2 0.0
C -0.5081 -0.3728 -0.9210 -0.1 -0.3 0.3
O 0.5033 0.5460 -1.3521 -0.9 0.3 -0.2
N -0.1238 1.6368 -2.0877 0.8 -0.5 0.4
H -0.4553 0.3776 2.4786 0.0 0.0 -0.1
H 0.3547 1.3013 1.2055 -0.1 -0.2 0.0
H -1.4095 1.1292 1.1917 0.1 0.0 0.0
H -1.1650 -1.3457 0.8719 0.0 0.0 -0.2
H 1.8315 -0.7374 0.6122 -0.2 0.0 0.0
H 1.0518 -1.6113 1.9400 0.0 0.0 -0.1
H 1.0550 -2.3024 0.3120 0.0 0.1 0.1
H -0.3912 -1.2930 -1.5047 0.0 0.0 0.1
H -1.5175 0.0130 -1.1155 0.4 0.2 -0.1
H 0.4307 1.6414 -2.9452 -0.2 0.2 0.1
H 0.1919 2.4433 -1.5466 -0.1 0.0 -0.2
```
Forces are in eV/Å.

**Energy**: -7862.2641 eV
**Total charge**: 0
**Relative energy (zero: lowest compared OMol25 entry of this formula, charge and spin)**: 52.80 kcal per mole
**HOMO level**: -0.3652 Eh

***

(5)
# C8H13NOSn

A molecular structure, C8H13NOSn at a distorted geometry (the ωB97M-V functional and the def2-TZVPD basis, OMol25).

Geometry as XYZ:
```
24
Properties=species:S:1:pos:R:3:forces:R:3
C 2.6606 0.9771 0.2087 -0.9 -1.6 -0.6
C 2.1802 1.7013 -0.9119 0.2 -0.9 -0.2
C 1.5538 0.8248 -1.8063 0.9 -0.7 0.0
C 1.6604 -0.5235 -1.2650 -0.4 -0.1 -0.2
C 2.3212 -0.4117 0.0550 0.4 1.7 -0.6
Sn -0.1521 -0.3305 -0.0449 -2.3 1.7 0.6
N -0.7804 0.0335 1.8887 2.9 -3.5 -1.1
C -1.6954 1.1115 1.6355 -1.0 0.0 -0.3
C -1.3013 1.5215 0.1489 1.5 -1.0 1.7
H 1.1785 1.0516 -2.8040 0.0 0.0 0.5
H 2.3263 2.7599 -1.0760 -0.1 0.0 0.1
H 1.3489 -1.4711 -1.7675 0.7 0.9 0.2
H 2.5468 -1.2426 0.7144 0.2 0.2 -0.1
H 3.1764 1.3911 1.0483 0.1 0.1 0.3
H -0.5803 2.3010 -0.0426 -0.4 0.7 0.2
H -1.6044 1.8479 2.4666 -0.2 0.0 -0.9
H -0.2805 -0.6191 2.5070 -1.7 1.6 1.1
H -2.0439 1.3294 -0.5512 -1.6 0.6 -1.2
H -2.7930 0.7500 1.5813 1.5 0.6 0.3
C -1.9649 -2.6532 -0.3747 0.0 0.8 0.4
O -1.4067 -1.5318 -1.0543 0.5 -0.3 0.5
H -1.2521 -3.1125 0.3279 -0.1 -0.2 -0.3
H -2.2728 -3.3625 -1.1349 -0.1 -0.3 0.1
H -2.8253 -2.3420 0.2511 0.2 -0.2 -0.4
```
Forces are in eV/Å.

**Energy**: -17871.4667 eV
**Total charge**: 0
**Relative energy (zero: lowest compared OMol25 entry of this formula, charge and spin)**: 0.00 kcal per mole
**HOMO level**: -0.2990 Eh